#1
Molecular formula: C2H3N3S2
Method: DFT, the ωB97M-V functional and the def2-TZVPD basis

The calculation puts the LUMO energy at -1.36 eV. The charge is 0. Its multiplicity is 1.

```
10
C2H3N3S2 (the ωB97M-V functional and the def2-TZVPD basis)
C 1.783 -1.504 -1.728
C -0.020 -0.033 -0.262
N 1.475 -1.173 -2.798
N -1.058 1.379 1.477
N -0.548 0.134 0.912
S -0.052 0.555 -1.729
S 1.844 -1.969 -0.211
H -1.494 1.940 0.732
H -1.912 0.971 1.801
H -0.019 -0.301 1.807
```

=====

#2
Molecular formula: C2H3N3S2
Method: DFT, the ωB97M-V functional and the def2-TZVPD basis

The calculation puts the LUMO energy at -0.10 eV. The charge is 0. Its multiplicity is 1. Its SMILES is N#C/C(=N/S)NS.

```
10
C2H3N3S2 (the ωB97M-V functional and the def2-TZVPD basis)
C 0.340 0.673 -0.215
C 0.370 1.823 -1.110
H -0.158 -2.643 -0.246
H 1.261 -0.314 -1.663
H 0.316 -1.461 1.728
N 0.689 -0.534 -0.839
N -0.074 0.796 0.969
N 0.621 2.622 -1.881
S -0.634 -1.614 -0.955
S -0.262 -0.308 2.229
```

=====

Relative energies in eV: #1 1.756; #2 0.000